Below is a 2-piece molecular cluster, C3H3N3OS overall at a distorted geometry, with properties calculated with ωB97M-V with the def2-TZVPD basis set.

```
11
Properties=species:S:1:pos:R:3:forces:R:3
N -1.37654 -2.69426 0.18940 -0.1 0.0 0.1
C -1.09130 -1.59841 0.38458 -0.1 -0.9 -0.1
C -0.82092 -0.24709 0.65614 1.0 1.7 0.7
O -1.80607 0.67568 0.63194 0.2 -0.3 0.0
N 0.35624 0.16601 1.08187 -1.8 0.1 -0.3
S 1.76230 -0.68516 1.09850 1.0 -0.5 0.7
H -2.60399 0.32384 0.21551 0.1 0.0 0.0
H 0.39297 1.15792 1.31634 -0.1 -0.1 -0.1
C 1.34505 -0.81379 -1.53071 0.2 0.0 -0.2
N 0.23825 -0.55537 -1.67878 -0.6 0.2 -0.5
H 2.37328 -1.05772 -1.53575 0.3 -0.1 -0.1
```
Forces are in eV/Å.

Results
Max |F| ... 2.094 eV/Å
Energy ... -20509.8193 eV
ΔE to the lowest compared entry with this formula, charge and spin ... 3.560 eV
Orbital gap (alpha / beta) ... 7.68 / 7.68 eV